A cluster of 7 separate species, C53H115N2O9P2 in total at a distorted geometry, computed with wB97M-V/def2-TZVPD.

Geometry as ORCA input:
```
! wB97M-V def2-TZVPD RIJCOSX def2/J DEFGRID3
* xyz 1 1
C 3.9565 6.8539 4.3124
C 3.1902 5.9622 5.2275
C 2.3939 4.8261 4.5810
C 3.2060 3.8274 3.7771
N 2.4983 2.4444 3.7167
C 3.4415 1.5160 2.9651
C 4.1156 0.7855 4.1209
C 2.9389 0.4659 5.0344
C 2.2706 1.8032 5.1827
C 1.0607 2.5688 2.9981
H 4.9659 6.5879 3.9985
H 3.9543 7.7774 4.8914
H 3.3570 6.9257 3.4050
H 2.4887 6.5287 5.8400
H 3.8135 5.5980 6.0441
H 1.8880 5.2795 3.7286
H 1.7013 4.3421 5.2696
H 4.0767 3.7417 4.4271
H 3.4043 4.2025 2.7730
H 2.7356 0.8297 2.4974
H 4.0561 2.0428 2.2352
H 4.6315 -0.1014 3.7530
H 4.7462 1.4897 4.6637
H 2.3899 -0.4344 4.7583
H 3.3983 0.2889 6.0068
H 1.2012 1.6532 5.3311
H 2.8431 2.4440 5.8533
H 1.3189 3.1790 2.1326
H 0.2875 3.0871 3.5652
H 0.7773 1.5513 2.7289
C -0.9227 4.4242 -3.7648
C -0.6447 2.9097 -4.1331
C 0.6164 2.7896 -4.9684
C 1.8152 3.3209 -4.0505
N 3.2579 2.8339 -4.4790
C 3.2763 1.2895 -4.5785
C 4.7364 0.9136 -4.3788
C 5.1925 1.7838 -3.3028
C 4.3740 3.1265 -3.4860
C 3.5805 3.6702 -5.7983
H -1.9659 4.4827 -3.4540
H -0.7174 5.3190 -4.3524
H -0.4009 4.6502 -2.8349
H -1.4886 2.5148 -4.6987
H -0.5561 2.3087 -3.2281
H 0.7760 3.3988 -5.8580
H 0.7589 1.7897 -5.3783
H 1.7630 2.9931 -3.0123
H 2.0293 4.3896 -4.0330
H 3.0062 1.0708 -5.6116
H 2.5969 0.8306 -3.8603
H 5.2488 1.1340 -5.3153
H 4.7484 -0.1608 -4.1956
H 6.2553 2.0101 -3.3884
H 4.8804 1.3874 -2.3366
H 4.9689 3.9237 -3.9316
H 3.9962 3.5068 -2.5369
H 4.5845 3.5225 -6.1961
H 3.4644 4.6901 -5.4316
H 2.9066 3.4361 -6.6224
C -3.0895 -2.5844 -5.8928
C -4.4077 -2.1830 -5.1401
C -4.2770 -1.2137 -3.9561
C -5.6182 -1.0151 -3.2115
P -5.6352 0.4909 -2.0967
C -6.9337 0.3508 -0.8321
C -6.7660 -0.8053 0.1953
C -7.6415 -0.7265 1.3923
C -7.1833 0.3286 2.4272
C -5.7734 1.9523 -3.1337
C -4.5420 2.5311 -3.8591
C -4.7006 3.9219 -4.4341
C -4.7823 5.0198 -3.3103
C -4.0615 0.5536 -1.1906
C -3.9728 1.7397 -0.3337
C -2.5523 2.0060 0.2959
C -1.5199 2.6509 -0.6428
H -3.0464 -3.6342 -6.1830
H -2.3035 -2.5359 -5.1393
H -2.8663 -2.1329 -6.8595
H -5.0000 -3.0556 -4.8646
H -5.1431 -1.7003 -5.7837
H -3.8519 -0.2913 -4.3519
H -3.5804 -1.7190 -3.2872
H -5.9013 -1.7684 -2.4763
H -6.5143 -0.9733 -3.8307
H -7.7707 0.1926 -1.5123
H -7.0400 1.2365 -0.2059
H -5.7931 -0.9602 0.6617
H -6.9018 -1.7887 -0.2548
H -7.5303 -1.7442 1.7666
H -8.6571 -0.5437 1.0411
H -6.0945 0.3768 2.4114
H -7.5629 -0.0388 3.3806
H -7.5803 1.3197 2.2076
H -6.1537 2.7940 -2.5549
H -6.6361 1.8176 -3.7861
H -4.0912 1.9158 -4.6377
H -3.7644 2.6586 -3.1061
H -5.6073 3.8088 -5.0283
H -4.0570 3.9936 -5.3109
H -4.4394 5.9843 -3.6847
H -4.2049 4.7943 -2.4137
H -5.8130 5.2121 -3.0125
H -3.4244 0.6232 -2.0722
H -4.0686 -0.3691 -0.6104
H -4.6499 1.6363 0.5143
H -4.0836 2.6967 -0.8435
H -2.0936 1.0680 0.6087
H -2.5573 2.5751 1.2255
H -1.3025 1.9269 -1.4280
H -0.5672 2.8043 -0.1359
H -1.8295 3.6722 -0.8648
C 5.2528 -3.5893 0.6385
C 4.8158 -4.4080 1.9417
C 3.4083 -5.0372 1.9590
C 2.4438 -3.9234 2.5813
P 0.7649 -4.4146 2.8459
C 0.8484 -6.1508 3.3582
C 1.5917 -6.4294 4.6076
C 1.7351 -7.9097 5.0851
C 0.4802 -8.5899 5.6510
C -0.0844 -3.3512 4.0901
C -0.4456 -1.8073 3.6291
C -1.4149 -1.0817 4.6575
C -2.1838 0.0951 4.0003
C -0.1832 -4.4595 1.3208
C 0.4440 -4.0794 -0.0785
C -0.4113 -4.4226 -1.3055
C -0.0147 -3.6837 -2.5029
H 6.3342 -3.5699 0.5036
H 4.9240 -2.5526 0.7111
H 4.9150 -4.0798 -0.2744
H 5.5020 -5.2369 2.1151
H 4.8890 -3.7855 2.8335
H 3.0753 -5.4518 1.0074
H 3.4059 -5.9666 2.5285
H 2.6614 -3.6946 3.6245
H 2.4147 -3.0179 1.9753
H 1.0735 -6.8086 2.5188
H -0.1732 -6.4367 3.6086
H 1.2190 -5.8953 5.4817
H 2.6009 -6.0314 4.5019
H 2.5299 -7.9987 5.8256
H 1.9505 -8.5839 4.2561
H 0.5863 -9.6746 5.6386
H -0.3675 -8.3352 5.0148
H 0.1926 -8.3668 6.6784
H -0.9915 -3.8506 4.4305
H 0.4072 -3.2460 5.0572
H 0.4490 -1.1846 3.6247
H -0.7266 -1.7523 2.5774
H -2.0698 -1.8109 5.1345
H -0.6993 -0.8793 5.4544
H -2.8770 -0.3899 3.3129
H -1.5441 0.8358 3.5206
H -2.7798 0.7592 4.6263
H -1.0590 -3.8429 1.5229
H -0.5711 -5.4779 1.3009
H 1.3637 -4.6386 -0.2500
H 0.7265 -3.0305 -0.1691
H -1.4105 -3.9905 -1.2501
H -0.5395 -5.4843 -1.5164
H -0.6171 -4.0232 -3.3455
H 1.0532 -3.8753 -2.6081
H -0.2363 -2.6470 -2.2494
O 2.3426 -0.3676 -1.7886
C 1.8563 0.1725 -0.6383
O 1.8526 -0.5732 0.3057
O 1.7434 1.4045 -0.4955
H 2.3915 -1.1310 -1.2085
O 3.4460 3.6260 0.3824
C 3.0579 4.8224 -0.0335
O 2.2417 5.0247 -0.9219
O 3.5483 5.8785 0.3018
H 2.9697 2.9147 -0.0519
O 3.6271 -2.8784 -3.8178
C 3.8495 -4.2187 -3.9253
O 3.3793 -4.8690 -2.9765
O 4.6793 -4.6824 -4.7196
H 3.0502 -3.0612 -3.0725
*
```

Computed properties:
E_HOMO (eV): -7.148
Calculated total energy (eV): -96798.378

Atomic partial charges in e from the Mulliken method, atoms 1 to 99: atom 1 (C): -1.066, atom 2 (C): -1.032, atom 3 (C): -0.677, atom 4 (C): -0.670, atom 5 (N): 0.575, atom 6 (C): 0.066, atom 7 (C): -0.778, atom 8 (C): -0.291, atom 9 (C): -0.464, atom 10 (C): -0.842, atom 11 (H): 0.317, atom 12 (H): 0.343, atom 13 (H): 0.275, atom 14 (H): 0.464, atom 15 (H): 0.377, atom 16 (H): 0.390, atom 17 (H): 0.456, atom 18 (H): 0.476, atom 19 (H): 0.183, atom 20 (H): -0.144, atom 21 (H): 0.285, atom 22 (H): 0.532, atom 23 (H): 0.316, atom 24 (H): -0.177, atom 25 (H): 0.520, atom 26 (H): 0.230, atom 27 (H): 0.401, atom 28 (H): 0.088, atom 29 (H): 0.477, atom 30 (H): 0.219, atom 31 (C): -0.706, atom 32 (C): 0.689, atom 33 (C): -1.167, atom 34 (C): -0.875, atom 35 (N): 0.539, atom 36 (C): -0.576, atom 37 (C): -0.735, atom 38 (C): -0.410, atom 39 (C): -0.275, atom 40 (C): -1.125, atom 41 (H): -0.200, atom 42 (H): 0.464, atom 43 (H): 0.239, atom 44 (H): 0.272, atom 45 (H): -0.293, atom 46 (H): 0.489, atom 47 (H): 0.381, atom 48 (H): 0.283, atom 49 (H): 0.579, atom 50 (H): 0.312, atom 51 (H): 0.379, atom 52 (H): 0.331, atom 53 (H): 0.424, atom 54 (H): 0.380, atom 55 (H): 0.198, atom 56 (H): 0.401, atom 57 (H): -0.086, atom 58 (H): 0.402, atom 59 (H): 0.437, atom 60 (H): 0.292, atom 61 (C): -1.189, atom 62 (C): -0.893, atom 63 (C): -0.143, atom 64 (C): -1.108, atom 65 (P): 0.711, atom 66 (C): -0.745, atom 67 (C): -0.413, atom 68 (C): -0.863, atom 69 (C): -0.891, atom 70 (C): -1.148, atom 71 (C): 0.583, atom 72 (C): -1.131, atom 73 (C): -1.290, atom 74 (C): -1.143, atom 75 (C): -0.054, atom 76 (C): -0.938, atom 77 (C): -0.357, atom 78 (H): 0.369, atom 79 (H): 0.265, atom 80 (H): 0.327, atom 81 (H): 0.364, atom 82 (H): 0.418, atom 83 (H): 0.071, atom 84 (H): 0.337, atom 85 (H): 0.625, atom 86 (H): 0.629, atom 87 (H): 0.550, atom 88 (H): 0.378, atom 89 (H): 0.170, atom 90 (H): 0.392, atom 91 (H): 0.417, atom 92 (H): 0.357, atom 93 (H): 0.104, atom 94 (H): 0.390, atom 95 (H): 0.302, atom 96 (H): 0.581, atom 97 (H): 0.691, atom 98 (H): 0.271, atom 99 (H): -0.449